DFT (the ωB97M-V functional and the def2-TZVPD basis) results for a molecular structure, C41H30F6I2MoN4O6S2Si.

## Properties
HOMO energy (alpha / beta) (Eh): -0.3035 / -0.2917
Energy above the lowest of the compared OMol25 structures with the same formula, charge and spin (kJ/mol): 32.9
Total energy (eV): -125163.5910
Frontier orbital gap (alpha / beta) (eV): 6.97 / 6.87

```
! RIJCOSX wB97M-V def2-TZVPD def2/J DEFGRID3
* xyz 0 1
Mo 0.397 0.471 1.205
C 2.992 -1.324 1.901
N 2.429 -0.100 1.293
C 3.225 0.833 0.871
C 2.688 2.117 0.602
C 3.221 3.316 0.161
C 2.173 4.252 0.209
C 1.053 3.583 0.682
N 1.351 2.287 0.921
C 3.941 -2.055 0.990
C 5.318 -1.915 1.118
C 6.180 -2.583 0.258
C 5.669 -3.405 -0.734
C 4.293 -3.561 -0.861
C 3.436 -2.889 -0.005
H 2.162 -1.964 2.174
H 3.485 -1.030 2.829
H 4.293 0.645 0.779
H 4.240 3.488 -0.150
H 2.221 5.296 -0.054
H 0.065 3.980 0.857
H 5.720 -1.289 1.907
H 7.251 -2.470 0.371
H 6.338 -3.934 -1.401
H 3.888 -4.214 -1.624
H 2.365 -3.025 -0.091
I 1.457 -0.506 6.253
C 0.060 0.765 5.408
C -0.790 1.545 6.230
C -1.768 2.342 5.707
I -2.971 3.451 6.995
C -1.948 2.421 4.296
C -2.919 3.171 3.605
C -2.968 3.132 2.236
C -2.037 2.359 1.529
N -1.117 1.654 2.157
C -1.073 1.662 3.510
C -0.082 0.805 4.051
O 0.626 0.107 3.167
H -0.658 1.490 7.302
H -3.627 3.769 4.164
H -3.711 3.687 1.683
H -2.046 2.306 0.447
F -4.813 -2.818 1.473
C -4.435 -2.283 2.634
F -4.408 -3.230 3.564
F -5.326 -1.353 2.987
S -2.798 -1.457 2.458
O -2.898 -0.664 1.263
O -2.574 -0.786 3.703
N -1.917 -2.755 2.286
S -0.543 -2.911 1.618
O -0.028 -1.715 0.934
O 0.419 -3.612 2.407
C -0.908 -4.044 0.201
F -0.972 -5.295 0.643
F -2.056 -3.725 -0.381
F 0.076 -3.954 -0.700
O -0.226 0.436 -0.540
Si -0.682 0.276 -2.133
C -1.826 -1.156 -2.412
C -3.047 -1.256 -1.739
C -3.947 -2.264 -2.048
C -3.637 -3.193 -3.033
C -2.428 -3.114 -3.707
C -1.531 -2.099 -3.400
C 0.906 0.132 -3.090
C 2.031 -0.483 -2.538
C 3.220 -0.567 -3.248
C 3.299 -0.041 -4.531
C 2.189 0.569 -5.099
C 1.006 0.660 -4.379
C -1.528 1.888 -2.548
C -2.821 1.962 -3.069
C -3.408 3.191 -3.349
C -2.709 4.364 -3.110
C -1.420 4.311 -2.593
C -0.838 3.084 -2.318
H -3.295 -0.554 -0.952
H -4.886 -2.332 -1.514
H -4.338 -3.984 -3.269
H -2.182 -3.841 -4.471
H -0.588 -2.047 -3.933
H 1.987 -0.898 -1.536
H 4.084 -1.039 -2.797
H 4.226 -0.104 -5.086
H 2.248 0.984 -6.097
H 0.152 1.161 -4.826
H -3.378 1.052 -3.259
H -4.412 3.230 -3.753
H -3.165 5.321 -3.332
H -0.869 5.226 -2.410
H 0.172 3.057 -1.920
*
```